{"formula": "C42H50Br2GeN2O2ReSSi4Te", "method": "ωB97M-V/def2-TZVPD", "elements": ["Re", "Br", "C", "C", "C", "Br", "C", "C", "C", "C", "N", "C", "C", "O", "H", "H", "H", "H", "O", "N", "C", "C", "C", "C", "C", "S", "H", "H", "H", "H", "C", "Si", "C", "C", "Si", "Te", "Si", "C", "C", "C", "Si", "C", "C", "C", "H", "H", "H", "H", "H", "H", "H", "H", "H", "H", "H", "H", "H", "H", "H", "H", "H", "H", "H", "H", "H", "H", "H", "H", "H", "H", "H", "C", "Ge", "C", "C", "C", "C", "C", "C", "C", "C", "C", "C", "C", "C", "C", "C", "C", "C", "C", "C", "H", "H", "H", "H", "H", "H", "H", "H", "H", "H", "H", "H", "H", "H", "H"], "coordinates": [[-2.007, -0.270, 0.363], [-6.245, 1.093, 2.896], [-4.698, 0.266, 3.603], [-4.644, -0.122, 4.941], [-3.530, -0.744, 5.446], [-3.487, -1.216, 7.285], [-2.432, -1.040, 4.616], [-1.263, -1.719, 5.016], [-0.286, -1.993, 4.095], [-0.450, -1.586, 2.769], [-1.522, -0.932, 2.357], [-2.513, -0.648, 3.256], [-3.636, 0.051, 2.729], [-3.631, 0.407, 1.479], [-5.494, 0.068, 5.582], [-1.157, -2.020, 6.049], [0.613, -2.523, 4.376], [0.316, -1.783, 2.031], [-3.008, 0.322, -1.314], [-3.938, -0.481, -1.856], [-4.503, -0.038, -3.004], [-5.429, -0.785, -3.667], [-5.798, -2.030, -3.140], [-5.231, -2.458, -1.970], [-4.287, -1.667, -1.291], [-3.606, -2.147, 0.190], [-4.158, 0.933, -3.326], [-5.858, -0.405, -4.581], [-6.530, -2.642, -3.649], [-5.489, -3.408, -1.526], [4.927, -3.197, -0.251], [3.243, -2.723, 0.453], [2.443, -4.204, 1.319], [3.367, -1.244, 1.614], [1.880, -2.206, -1.450], [-0.585, -1.975, -0.891], [1.490, -4.067, -2.911], [3.091, -4.721, -3.675], [0.341, -3.458, -4.292], [0.666, -5.460, -1.929], [2.728, -0.223, -2.500], [3.282, 1.006, -1.184], [1.340, 0.498, -3.554], [4.185, -0.859, -3.520], [5.569, -3.643, 0.512], [5.447, -2.323, -0.648], [4.820, -3.919, -1.062], [2.864, -4.363, 2.315], [2.604, -5.120, 0.746], [1.364, -4.075, 1.425], [3.590, -1.559, 2.636], [2.437, -0.677, 1.640], [4.157, -0.557, 1.307], [3.601, -3.959, -4.266], [2.883, -5.565, -4.335], [3.785, -5.068, -2.907], [0.886, -2.874, -5.036], [-0.449, -2.825, -3.880], [-0.137, -4.291, -4.809], [1.395, -6.007, -1.330], [0.178, -6.177, -2.592], [-0.094, -5.060, -1.255], [2.543, 1.074, -0.384], [3.395, 2.003, -1.615], [4.237, 0.721, -0.740], [0.475, 0.721, -2.924], [1.023, -0.197, -4.334], [1.646, 1.430, -4.035], [4.965, -1.261, -2.870], [4.635, -0.071, -4.128], [3.873, -1.659, -4.194], [-0.773, 1.089, 0.377], [0.117, 2.833, 0.601], [0.541, 3.450, -1.206], [1.534, 4.375, -1.510], [1.648, 4.873, -2.801], [0.767, 4.454, -3.787], [-0.220, 3.524, -3.491], [-0.336, 3.023, -2.204], [-1.441, 3.850, 1.237], [-1.754, 5.106, 0.728], [-2.872, 5.787, 1.190], [-3.689, 5.214, 2.154], [-3.381, 3.962, 2.669], [-2.260, 3.288, 2.214], [1.355, 2.664, 2.121], [2.435, 3.494, 2.397], [3.091, 3.405, 3.617], [2.665, 2.502, 4.579], [1.590, 1.666, 4.314], [0.944, 1.751, 3.091], [2.221, 4.702, -0.739], [2.419, 5.596, -3.034], [0.839, 4.859, -4.788], [-0.904, 3.201, -4.266], [-1.107, 2.299, -1.957], [-1.126, 5.556, -0.034], [-3.108, 6.766, 0.794], [-4.566, 5.741, 2.506], [-4.016, 3.511, 3.422], [-2.015, 2.313, 2.621], [2.770, 4.219, 1.664], [3.932, 4.054, 3.824], [3.160, 2.454, 5.540], [1.251, 0.958, 5.060], [0.101, 1.109, 2.871]], "lowdin_charge": [0.965, 0.817, -0.586, -0.145, -0.612, 0.802, -0.177, 0.003, -0.018, -0.129, -0.075, -0.146, -0.449, -0.285, 0.106, 0.089, 0.118, 0.066, -0.319, -0.163, 0.000, -0.034, -0.035, -0.064, -0.631, 0.639, 0.145, 0.118, 0.121, 0.115, -0.203, 0.376, -0.215, -0.208, 0.185, 0.805, 0.340, -0.206, -0.224, -0.221, 0.389, -0.198, -0.205, -0.204, 0.039, 0.023, 0.016, 0.033, 0.025, 0.011, 0.037, 0.002, 0.027, 0.015, 0.038, 0.018, 0.028, -0.013, 0.034, 0.024, 0.035, -0.009, 0.003, 0.030, 0.029, 0.001, 0.028, 0.034, 0.022, 0.038, 0.012, -0.266, 0.959, -0.297, -0.109, -0.074, -0.076, -0.088, -0.136, -0.266, -0.097, -0.078, -0.073, -0.073, -0.109, -0.273, -0.094, -0.074, -0.073, -0.072, -0.130, 0.096, 0.108, 0.108, 0.111, 0.084, 0.099, 0.106, 0.107, 0.095, 0.079, 0.095, 0.109, 0.108, 0.103, 0.060], "orbital_gap_ev": [6.146, 5.213], "charge": 1, "lumo_energy_ev": [-3.9, -4.9], "relative_energy_kcal_mol": 40.62, "multiplicity": 1, "energy_ha": -11017.716299}

{"formula": "C41H51BN6O2S2Si4Ti", "method": "ωB97M-V/def2-TZVPD", "elements": ["Ti", "C", "C", "N", "C", "C", "C", "C", "C", "C", "C", "N", "C", "C", "C", "C", "C", "C", "C", "C", "N", "C", "H", "H", "H", "H", "H", "H", "H", "H", "H", "H", "H", "H", "C", "S", "C", "S", "N", "N", "C", "C", "C", "C", "C", "C", "N", "H", "H", "H", "H", "H", "H", "H", "H", "O", "B", "O", "C", "C", "C", "C", "C", "C", "H", "H", "H", "H", "C", "Si", "C", "C", "Si", "Si", "C", "C", "C", "Si", "C", "C", "C", "H", "H", "H", "H", "H", "H", "H", "H", "H", "H", "H", "H", "H", "H", "H", "H", "H", "H", "H", "H", "H", "H", "H", "H", "H", "H", "H"], "coordinates": [[-0.185, -1.241, -0.631], [3.539, -0.428, 1.796], [2.737, -0.328, 0.520], [1.413, -0.958, 0.621], [1.424, -2.106, 1.414], [2.182, -2.246, 2.579], [3.226, -1.252, 2.791], [2.040, -3.386, 3.371], [1.221, -4.433, 2.968], [0.610, -4.389, 1.717], [0.752, -3.257, 0.927], [0.447, -3.100, -0.418], [0.841, -3.849, -1.464], [1.006, -5.223, -1.581], [1.408, -5.779, -2.804], [1.696, -5.013, -3.905], [1.622, -3.600, -3.806], [2.031, -2.704, -4.825], [2.038, -1.349, -4.580], [1.587, -0.872, -3.339], [1.131, -1.677, -2.382], [1.176, -3.031, -2.603], [4.427, 0.189, 1.866], [3.318, -0.869, -0.254], [3.821, -1.300, 3.698], [2.604, -3.455, 4.294], [1.096, -5.304, 3.599], [0.043, -5.231, 1.344], [0.796, -5.862, -0.734], [1.490, -6.859, -2.878], [2.011, -5.466, -4.837], [2.365, -3.096, -5.779], [2.373, -0.641, -5.327], [1.572, 0.190, -3.130], [-4.359, 1.981, 2.748], [-4.211, 2.039, 0.945], [-2.703, 1.104, 0.686], [-1.342, 1.961, -0.012], [-2.783, -0.145, 0.911], [-1.811, -1.005, 0.593], [-2.292, -2.325, 0.809], [-2.321, -3.179, -0.253], [-2.848, -4.523, -0.199], [-2.929, -5.254, -1.339], [-2.503, -4.706, -2.576], [-1.955, -3.442, -2.547], [-1.820, -2.691, -1.463], [-4.674, 0.993, 3.080], [-5.107, 2.722, 3.030], [-3.409, 2.240, 3.208], [-2.915, -2.484, 1.685], [-3.190, -4.907, 0.752], [-3.334, -6.262, -1.307], [-2.573, -5.257, -3.501], [-1.595, -2.992, -3.471], [-2.317, -0.143, -2.699], [-1.054, 0.160, -2.115], [-0.484, 1.199, -2.926], [-1.369, 1.490, -3.901], [-1.262, 2.408, -4.920], [-2.324, 2.474, -5.826], [-3.435, 1.653, -5.692], [-3.538, 0.733, -4.647], [-2.487, 0.672, -3.760], [-0.394, 3.044, -5.010], [-2.277, 3.179, -6.646], [-4.238, 1.722, -6.414], [-4.399, 0.091, -4.532], [0.617, 5.566, 3.095], [-0.360, 4.526, 1.811], [-2.177, 5.016, 2.068], [0.039, 5.376, 0.150], [0.270, 2.216, 1.640], [2.993, 1.503, -0.046], [3.601, 2.725, 1.280], [4.652, 1.192, -0.992], [2.027, 2.360, -1.422], [-0.545, 1.436, 3.748], [-1.202, 2.774, 4.949], [-1.712, -0.043, 3.996], [1.036, 0.914, 4.674], [0.922, 6.521, 2.666], [1.518, 5.054, 3.429], [0.014, 5.769, 3.978], [-2.316, 6.081, 1.871], [-2.527, 4.813, 3.077], [-2.810, 4.461, 1.379], [-0.385, 6.381, 0.109], [-0.376, 4.802, -0.675], [1.112, 5.456, -0.012], [3.557, 2.299, 2.278], [2.986, 3.617, 1.294], [4.632, 3.020, 1.074], [5.430, 0.753, -0.364], [5.041, 2.132, -1.393], [4.494, 0.513, -1.834], [0.956, 2.176, -1.438], [2.425, 2.073, -2.395], [2.177, 3.431, -1.301], [-2.136, 3.233, 4.642], [-0.470, 3.572, 5.057], [-1.354, 2.321, 5.932], [-2.438, -0.167, 3.196], [-2.252, 0.059, 4.939], [-1.125, -0.962, 4.025], [1.874, 1.577, 4.461], [1.336, -0.091, 4.380], [0.865, 0.919, 5.753]], "lowdin_charge": [1.015, -0.112, -0.369, -0.092, -0.196, -0.183, -0.064, -0.072, -0.117, -0.037, -0.214, -0.059, -0.210, -0.006, -0.100, -0.075, -0.167, -0.011, -0.041, -0.090, 0.067, -0.139, 0.086, 0.103, 0.105, 0.094, 0.082, 0.097, 0.096, 0.095, 0.092, 0.107, 0.101, 0.094, -0.413, 0.776, -1.027, 0.573, -0.080, -0.175, -0.156, -0.313, -0.066, -0.141, -0.134, -0.187, 0.003, 0.027, 0.022, -0.007, 0.099, 0.092, 0.082, 0.065, 0.113, 0.118, -0.543, 0.026, -0.221, -0.004, -0.123, -0.120, 0.002, -0.214, 0.111, 0.085, 0.086, 0.114, -0.241, 0.315, -0.234, -0.251, 0.371, 0.493, -0.230, -0.216, -0.186, 0.359, -0.243, -0.212, -0.240, 0.007, 0.004, 0.002, 0.016, 0.000, -0.021, 0.012, 0.002, 0.004, 0.008, -0.009, 0.018, 0.016, 0.017, 0.011, -0.027, 0.018, 0.028, -0.011, 0.006, 0.016, -0.021, 0.021, 0.023, 0.010, 0.001, 0.016], "orbital_gap_ev": [4.538, 4.539], "charge": -2, "lumo_energy_ev": [4.1, 4.1], "relative_energy_kcal_mol": 75.28, "multiplicity": 1, "energy_ha": -4900.800715}

{"formula": "C3H6N2O", "method": "ωB97M-V/def2-TZVPD", "elements": ["C", "N", "N", "C", "C", "O", "H", "H", "H", "H", "H", "H"], "coordinates": [[-2.074, 0.569, -0.093], [-0.781, 0.320, -0.638], [0.125, -0.043, 0.257], [1.269, -0.431, -0.123], [2.356, -0.575, 0.886], [2.249, -0.480, 2.079], [-2.713, 0.953, -0.954], [-2.093, 1.360, 0.670], [-2.532, -0.356, 0.335], [-0.653, -0.020, -1.608], [1.539, -0.454, -1.229], [3.308, -0.843, 0.418]], "nbo_charge": [-0.409, -0.409, -0.130, -0.149, 0.386, -0.503, 0.202, 0.217, 0.191, 0.360, 0.147, 0.097], "orbital_gap_ev": 9.296, "smiles": "CN/N=C/C=O", "lumo_energy_ev": 0.3, "relative_energy_kcal_mol": 64.55, "multiplicity": 1, "energy_ha": -302.590235}

{"formula": "C38H53IrN5O2SSbSi3", "method": "ωB97M-V/def2-TZVPD", "elements": ["Ir", "C", "Sb", "C", "C", "C", "C", "C", "C", "N", "Si", "C", "C", "C", "C", "C", "C", "C", "C", "C", "N", "Si", "C", "C", "C", "Si", "C", "C", "C", "H", "H", "H", "H", "H", "H", "H", "H", "H", "H", "H", "H", "H", "H", "H", "H", "H", "H", "H", "H", "H", "H", "H", "H", "H", "H", "H", "H", "H", "H", "H", "H", "H", "H", "H", "H", "H", "H", "O", "C", "O", "C", "C", "C", "C", "C", "C", "S", "H", "H", "H", "H", "C", "C", "N", "C", "C", "N", "H", "H", "H", "H", "H", "H", "C", "C", "C", "N", "C", "C", "H", "H", "H", "H", "H"], "coordinates": [[-0.832, -0.476, 0.478], [3.776, 0.426, -1.539], [1.713, -0.143, -1.746], [1.309, -0.647, 0.347], [1.936, 0.361, 1.320], [2.175, 0.002, 2.650], [2.799, 0.879, 3.517], [3.180, 2.127, 3.049], [2.920, 2.412, 1.719], [2.329, 1.560, 0.881], [2.258, -2.353, 0.555], [4.033, -2.022, 1.117], [1.587, -3.500, 1.877], [2.586, -3.277, -1.058], [0.766, 1.836, -2.210], [0.313, 2.573, -0.970], [0.529, 3.958, -0.872], [0.199, 4.662, 0.260], [-0.393, 3.983, 1.311], [-0.645, 2.644, 1.135], [-0.314, 1.936, 0.037], [-0.716, 1.324, -3.268], [-1.900, 2.755, -3.449], [-0.233, 0.731, -4.964], [-1.577, -0.135, -2.492], [2.024, 2.784, -3.266], [1.223, 4.084, -4.352], [3.293, 3.694, -2.220], [2.913, 1.650, -4.474], [4.193, -0.156, -0.724], [3.884, 1.476, -1.298], [4.306, 0.193, -2.461], [1.882, -0.983, 2.994], [2.990, 0.590, 4.543], [3.686, 2.844, 3.681], [3.205, 3.371, 1.297], [4.140, -1.292, 1.917], [4.668, -1.699, 0.291], [4.437, -2.973, 1.482], [2.185, -3.435, 2.793], [1.625, -4.533, 1.525], [0.553, -3.286, 2.124], [3.447, -2.846, -1.583], [1.752, -3.304, -1.751], [2.846, -4.311, -0.798], [0.953, 4.487, -1.711], [0.395, 5.726, 0.318], [-0.681, 4.476, 2.230], [-1.173, 2.103, 1.902], [-1.542, 3.483, -4.178], [-2.063, 3.290, -2.508], [-2.870, 2.383, -3.793], [0.150, 1.508, -5.627], [-1.132, 0.309, -5.427], [0.511, -0.066, -4.901], [-1.346, -0.162, -1.419], [-1.223, -1.082, -2.898], [-2.666, -0.118, -2.548], [0.653, 4.834, -3.796], [0.552, 3.641, -5.089], [2.015, 4.605, -4.899], [3.241, 3.428, -1.162], [3.145, 4.776, -2.293], [4.301, 3.471, -2.577], [2.531, 1.809, -5.485], [2.817, 0.584, -4.263], [3.980, 1.886, -4.477], [-4.928, -2.475, 0.975], [-3.768, -2.557, 0.536], [-3.065, -1.661, 0.007], [-3.015, -3.873, 0.613], [-3.664, -5.015, 1.077], [-3.011, -6.235, 1.146], [-1.681, -6.316, 0.753], [-1.014, -5.187, 0.309], [-1.662, -3.947, 0.231], [-0.641, -2.625, -0.416], [-4.703, -4.909, 1.363], [-3.533, -7.118, 1.495], [-1.155, -7.263, 0.800], [0.026, -5.252, 0.014], [-4.120, -0.152, 2.888], [-4.019, 0.560, 1.585], [-2.942, 0.842, 0.880], [-3.380, 1.544, -0.228], [-4.727, 1.663, -0.200], [-5.115, 1.040, 0.966], [-3.176, -0.110, 3.425], [-4.396, -1.193, 2.707], [-4.887, 0.313, 3.509], [-2.695, 1.911, -0.969], [-5.426, 2.126, -0.873], [-6.058, 0.876, 1.270], [-1.003, -1.562, 5.082], [-1.439, -2.445, 4.113], [-1.405, -2.060, 2.786], [-0.948, -0.857, 2.403], [-0.522, -0.004, 3.344], [-0.542, -0.317, 4.688], [-1.033, -1.832, 6.130], [-1.807, -3.431, 4.361], [-1.773, -2.702, 2.010], [-0.177, 0.958, 3.006], [-0.194, 0.414, 5.405]], "lowdin_charge": [0.997, -0.291, 1.433, -0.612, -0.419, -0.114, -0.066, -0.062, -0.127, 0.093, 0.381, -0.175, -0.184, -0.244, -0.541, -0.371, -0.053, -0.045, -0.053, -0.164, 0.033, 0.388, -0.158, -0.175, -0.209, 0.429, -0.180, -0.177, -0.191, -0.021, -0.024, 0.008, 0.102, 0.112, 0.100, 0.104, 0.023, 0.013, 0.042, 0.037, 0.031, -0.013, 0.022, -0.014, 0.038, 0.070, 0.114, 0.107, 0.070, 0.023, 0.027, 0.043, 0.021, 0.046, 0.030, -0.087, 0.034, 0.060, 0.033, 0.015, 0.044, 0.010, 0.039, 0.038, 0.033, -0.008, 0.038, -0.017, -0.663, -0.163, -0.162, -0.024, -0.086, -0.088, -0.124, -0.496, 0.744, 0.113, 0.098, 0.100, 0.088, 0.015, -0.374, 0.015, -0.149, -0.064, 0.119, 0.055, 0.072, 0.088, 0.063, 0.110, 0.162, -0.041, -0.015, -0.121, -0.094, -0.142, -0.040, 0.115, 0.125, 0.067, 0.096, 0.117], "orbital_gap_ev": 6.757, "lumo_energy_ev": -0.2, "relative_energy_kcal_mol": 12.21, "multiplicity": 1, "energy_ha": -3515.362125}